{"formula": "CH6N4O", "method": "ωB97M-V/def2-TZVPD", "multiplicity": 3, "total_charge": 0, "homo_ev": [-4.82, -8.61], "symbols": ["O", "N", "N", "N", "N", "C", "H", "H", "H", "H", "H", "H"], "positions_angstrom": [[-0.4339, 1.1292, 1.9417], [0.0735, -0.6349, -1.1725], [-1.8662, 1.2162, 0.1792], [1.3254, -0.4036, 0.7804], [-0.9271, 0.7649, 0.8443], [0.1864, -0.7477, 0.1173], [0.9085, -0.0035, 1.6673], [-2.2573, 2.1803, 0.6094], [-0.7663, -1.0031, -1.7227], [1.8574, 0.2831, 0.2964], [-0.3577, -1.5487, 0.7139], [0.5553, 0.2683, -1.5776]], "forces_ev_per_angstrom": [[0.867, -0.007, 2.036], [-0.245, 1.581, -3.912], [-5.134, 3.376, -1.938], [-1.096, -0.300, 0.968], [1.676, -0.878, 1.697], [-0.043, -1.406, 2.313], [1.342, -0.136, -0.541], [1.688, -2.490, -1.365], [1.753, 0.994, 1.485], [0.597, 0.705, -0.240], [0.121, 1.186, -1.322], [-1.526, -2.625, 0.819]]}

***

{"formula": "C5H8O", "method": "ωB97M-V/def2-TZVPD", "total_charge": 0, "homo_ev": -8.77, "smiles": "CCC=C=CO", "symbols": ["O", "C", "C", "C", "C", "C", "H", "H", "H", "H", "H", "H", "H", "H"], "positions_angstrom": [[-1.8806, 2.1007, -0.4564], [0.5578, -0.5163, -0.6153], [-1.0147, 0.5384, 0.9643], [-2.0814, 1.1733, 0.5512], [1.4642, -1.6243, -0.1032], [0.2205, 0.3828, 0.5394], [-0.3623, -0.9186, -1.0573], [1.0355, 0.9706, 0.9642], [1.0551, 0.0650, -1.4094], [1.7849, -2.2924, -0.9020], [-0.9515, 2.3692, -0.3735], [2.3524, -1.1912, 0.3701], [-3.1119, 1.1480, 0.8714], [0.9319, -2.2053, 0.6566]], "forces_ev_per_angstrom": [[-0.203, 0.663, 0.022], [0.034, -0.094, 0.008], [0.136, 0.445, -0.582], [-0.089, 0.008, 0.239], [0.171, -0.221, -0.006], [-0.030, 0.070, -0.031], [0.169, 0.067, 0.192], [0.086, -0.334, 0.246], [-0.009, -0.065, 0.316], [0.029, -0.040, 0.023], [-0.416, -0.111, -0.324], [-0.064, -0.138, -0.085], [0.056, -0.249, 0.103], [0.130, -0.001, -0.122]]}

***

{"formula": "C21H22N2OS2", "method": "ωB97M-V/def2-TZVPD", "total_charge": 0, "homo_ev": -7.75, "smiles": "CN1CCN(C(=S)S[C@@H]2C=C(c3ccccc3)Oc3ccccc32)CC1", "symbols": ["S", "S", "O", "N", "N", "C", "C", "C", "C", "C", "C", "C", "C", "C", "C", "C", "C", "C", "C", "C", "C", "C", "C", "C", "C", "C", "H", "H", "H", "H", "H", "H", "H", "H", "H", "H", "H", "H", "H", "H", "H", "H", "H", "H", "H", "H", "H", "H"], "positions_angstrom": [[-0.2068, 2.6248, -1.5668], [-0.0461, -0.1679, -1.0013], [2.9163, -1.5589, 1.7373], [-2.4193, 1.1536, -1.7365], [-5.2439, 1.3036, -1.8570], [0.5658, -0.9686, 1.5176], [5.4348, 0.6656, 0.2297], [4.7470, -0.3754, 0.9124], [1.3457, -2.7882, 2.9619], [0.9058, 0.1370, 0.5081], [6.8878, -1.1951, 1.7545], [2.3755, 0.1972, 0.2348], [-4.6175, 0.0070, -1.9180], [1.5911, -1.7146, 2.0956], [-3.0554, 2.4343, -2.1036], [0.0332, -3.0818, 3.3090], [7.5578, -0.2222, 1.0050], [3.2977, -0.5270, 0.9156], [-1.0264, -2.3739, 2.7229], [6.8334, 0.7289, 0.2682], [5.5000, -1.2560, 1.7200], [-0.7495, -1.3290, 1.8398], [-1.0908, 1.2442, -1.3545], [-3.2402, 0.0386, -1.2637], [-4.4955, 2.2924, -2.5825], [-6.6599, 1.2938, -2.2078], [-6.8479, 1.0142, -3.2623], [-7.1923, 0.5812, -1.5641], [0.5817, 1.1150, 0.8843], [-2.4760, 2.8821, -2.9265], [-1.5535, -0.7796, 1.3507], [-4.5363, -0.3533, -2.9646], [-3.0306, 3.1355, -1.2471], [7.3591, 1.5148, -0.2851], [4.9988, -2.0178, 2.3067], [8.6453, -0.1814, 1.0217], [4.8459, 1.3929, -0.3359], [-5.2757, -0.6812, -1.3737], [-7.0878, 2.2932, -2.0490], [2.1830, -3.3898, 3.3279], [2.6837, 0.8353, -0.5876], [-4.5019, 2.0878, -3.6744], [7.4322, -1.9208, 2.3597], [-2.0616, -2.6532, 2.9486], [-0.1746, -3.8877, 4.0129], [-3.3982, 0.1110, -0.1717], [-2.7224, -0.9095, -1.4736], [-5.0114, 3.2485, -2.4376]], "forces_ev_per_angstrom": [[-0.212, 0.564, 0.442], [-1.373, -1.341, -0.833], [-0.354, 0.366, 0.713], [1.357, -0.043, 0.730], [-0.398, 0.122, 0.476], [0.196, -0.037, 0.088], [-0.268, -0.729, 0.209], [1.552, 0.275, 0.232], [-0.244, 0.223, 0.055], [-0.157, 0.002, 0.924], [0.016, 0.391, -0.355], [0.859, -0.523, 0.146], [-0.123, -0.004, -0.297], [0.304, -0.487, -0.624], [-0.189, 0.176, 0.092], [-0.036, 0.022, -0.221], [-0.216, 0.133, 0.104], [-1.804, 0.332, -0.686], [0.113, 0.252, -0.015], [-0.343, -0.296, 0.098], [0.024, 0.103, -0.423], [0.078, -0.079, 0.192], [0.157, 0.768, -1.140], [-0.322, -0.448, 0.353], [-0.144, -0.032, -0.435], [0.141, -0.028, 0.024], [0.108, 0.007, 0.138], [0.124, 0.185, -0.151], [-0.081, -0.067, -0.118], [-0.052, -0.106, 0.492], [0.091, -0.192, 0.163], [0.017, 0.027, 0.117], [0.193, -0.392, -0.290], [-0.232, -0.334, 0.252], [0.034, 0.161, -0.179], [-0.210, 0.020, -0.025], [0.350, -0.187, 0.162], [0.369, -0.100, -0.090], [0.141, -0.259, 0.007], [-0.293, 0.352, -0.097], [0.057, 0.230, 0.415], [-0.019, -0.089, 0.145], [-0.050, 0.269, -0.185], [0.450, 0.207, -0.074], [0.062, 0.151, -0.240], [0.154, 0.060, -0.301], [-0.103, 0.383, 0.128], [0.277, -0.010, -0.121]]}

***

{"formula": "C17H23F5NO2P2Pm", "method": "ωB97M-V/def2-TZVPD", "multiplicity": 5, "total_charge": 2, "homo_ev": [-14.45, -14.45], "symbols": ["Pm", "P", "P", "F", "F", "F", "F", "F", "O", "O", "N", "C", "C", "C", "C", "C", "C", "C", "C", "C", "C", "C", "C", "C", "C", "C", "C", "C", "H", "H", "H", "H", "H", "H", "H", "H", "H", "H", "H", "H", "H", "H", "H", "H", "H", "H", "H", "H", "H", "H", "H"], "positions_angstrom": [[-0.6110, 0.3367, -0.0935], [0.5240, 1.4036, 1.6378], [-1.0869, -0.6681, -2.1229], [-1.7289, -3.8692, 3.8255], [-0.1229, -2.5721, 1.9782], [-4.2655, -2.9195, 4.3542], [-3.5817, 0.6127, 1.2285], [-5.1948, -0.6761, 3.0499], [3.1765, 3.6888, -1.5288], [-0.2531, 3.8591, -2.8582], [1.3687, -0.4813, -0.5214], [3.8977, -1.5471, -0.9799], [2.4495, 0.0291, 0.1156], [-1.8398, -0.9640, 1.6059], [2.1995, 1.1772, 0.9966], [-2.6153, -1.6728, -2.5627], [-1.3646, -2.1052, 2.2551], [2.7864, -2.0612, -1.6564], [0.5197, 0.6431, 3.3021], [-3.1275, -0.4896, 1.8760], [3.7321, -0.4848, -0.0842], [0.2671, -1.9975, -2.0939], [-2.1817, -2.7627, 3.1877], [-3.4721, -2.2814, 3.4590], [-3.9448, -1.1423, 2.8012], [0.2562, 3.2035, 1.8327], [-0.6718, 0.2171, -3.7334], [1.5339, -1.4952, -1.4070], [-2.4324, -2.2820, -3.4478], [0.2300, 3.7028, 0.8646], [-0.6965, 3.3903, 2.3276], [-1.4132, 1.5798, -0.4280], [2.8962, -2.8766, -2.3565], [-0.4829, 2.8941, -2.9911], [1.2688, 1.1053, 3.9436], [3.0139, 1.5669, 1.5892], [0.7412, 3.8960, -2.5676], [-2.8809, -2.3290, -1.7332], [1.0458, 3.6527, 2.4340], [4.5825, -0.0677, 0.4339], [3.9056, 4.3736, -1.4636], [0.7331, -0.4234, 3.2350], [4.8795, -1.9627, -1.1543], [0.3023, 0.7016, -3.6585], [0.4792, -2.3301, -3.1101], [-0.1052, -2.8568, -1.5356], [-1.4246, 0.9750, -3.9532], [-0.4567, 0.7626, 3.7707], [3.2623, 3.0457, -0.7383], [-3.4554, -1.0078, -2.7632], [-0.6419, -0.4907, -4.5618]], "forces_ev_per_angstrom": [[-2.073, -6.472, 5.226], [4.348, 4.662, 5.767], [-1.810, -3.997, -9.242], [-0.493, 0.935, -0.491], [-0.121, 0.091, 0.093], [1.059, 0.778, -1.135], [0.212, -0.212, 0.101], [1.220, -0.572, -0.132], [0.838, -0.683, 1.808], [2.157, -1.526, 0.851], [2.369, -1.525, -2.099], [-0.238, 0.563, 0.561], [0.084, 2.085, 1.796], [0.535, 0.481, -0.664], [-0.757, -2.906, -0.231], [0.427, 0.335, 0.436], [-1.867, 0.526, 0.445], [-0.175, 0.538, 0.490], [-0.031, -0.657, 0.274], [0.601, -1.279, 0.717], [0.505, -0.891, -0.864], [0.304, 0.626, 0.748], [0.801, -0.750, 0.164], [-0.390, -0.380, 0.509], [-1.055, 0.711, -0.103], [0.101, -0.152, 0.060], [-0.107, -0.175, 0.604], [-0.293, -0.172, -0.017], [0.213, 0.080, -0.030], [0.024, -0.116, -0.101], [-0.074, -0.125, 0.070], [-3.707, 6.763, -2.326], [-0.051, 0.028, -0.112], [0.651, 1.765, 0.174], [0.165, 0.226, -0.221], [0.337, 0.930, -0.572], [-2.635, -0.245, -0.931], [0.040, 0.068, 0.044], [0.140, -0.011, 0.118], [0.011, 0.054, 0.059], [-1.187, -1.321, 0.125], [-0.024, -0.024, -0.072], [0.050, -0.017, 0.017], [0.046, 0.005, 0.041], [-0.087, 0.060, -0.033], [-0.156, -0.075, 0.078], [-0.054, -0.056, 0.096], [-0.145, 0.068, -0.289], [0.224, 1.969, -1.949], [0.109, 0.109, 0.059], [-0.041, -0.120, 0.081]]}

***

{"formula": "C11H25AlCl3NO2P", "method": "ωB97M-V/def2-TZVPD", "total_charge": -1, "homo_ev": -4.22, "symbols": ["Cl", "Cl", "Cl", "P", "Al", "O", "O", "N", "C", "C", "C", "C", "C", "C", "C", "C", "C", "C", "C", "H", "H", "H", "H", "H", "H", "H", "H", "H", "H", "H", "H", "H", "H", "H", "H", "H", "H", "H", "H", "H", "H", "H", "H", "H"], "positions_angstrom": [[0.8999, 3.0163, -1.8312], [1.9889, 2.5705, 3.3294], [4.2286, 3.4485, 0.4761], [0.6440, 3.0309, 1.7746], [1.5413, 1.8030, -0.0632], [-0.7019, 2.1784, 2.2875], [-2.4351, -1.5887, -1.8867], [-4.1553, -1.0959, -0.5422], [3.5653, 1.8606, -0.1140], [-5.4537, -0.5617, -0.1941], [4.6247, -0.4523, -0.2726], [0.1816, -1.5856, 1.5690], [-4.2948, -0.4990, -2.9244], [0.9706, -0.1090, -0.3718], [-3.5454, -1.1124, -1.7623], [4.2098, 0.6966, 0.6566], [0.8652, -0.8929, 2.7554], [-0.2349, -0.6547, 0.4276], [0.7672, -0.3360, -1.8780], [-0.8464, -1.2690, -0.2382], [5.6949, -0.4483, -0.4708], [0.5182, -1.3172, 3.6992], [-0.8898, 0.1345, 0.8014], [4.0779, -0.4208, -1.2132], [-5.9401, -0.1526, -1.0735], [-5.2377, -1.0195, -3.0997], [0.7573, -1.4011, -2.1250], [0.8585, -2.3277, 1.1373], [4.3909, -1.4148, 0.1853], [-5.3572, 0.2353, 0.5459], [3.5094, 0.3093, 1.3971], [-0.1525, 0.1239, -2.2329], [-4.5034, 0.5554, -2.7397], [0.6117, 0.1604, 2.7858], [-0.6834, -2.1494, 1.9294], [5.0735, 1.0844, 1.1947], [-6.0955, -1.3420, 0.2216], [-3.6705, -0.5848, -3.8077], [3.8364, 1.8059, -1.1674], [-1.3771, 2.8275, 2.4607], [1.8264, -0.7387, -0.1009], [1.5752, 0.1271, -2.4510], [-3.5904, -1.4966, 0.1906], [1.9479, -0.9977, 2.7353]], "forces_ev_per_angstrom": [[-0.087, 0.010, 0.291], [0.102, -0.073, 0.128], [-0.005, 0.113, -0.086], [0.029, 0.688, 0.072], [0.297, -0.531, -0.570], [0.092, -0.403, -0.328], [-0.130, -0.203, -0.270], [-0.124, -0.063, -0.042], [-0.460, -0.193, 0.207], [0.187, -0.061, 0.085], [-0.130, -0.200, 0.328], [0.088, 0.144, 0.049], [0.008, -0.023, -0.006], [-0.167, 0.255, 0.104], [0.061, 0.139, 0.138], [-0.011, 0.202, -0.284], [-0.231, -0.215, 0.032], [0.100, -0.528, -0.133], [0.336, 0.188, 0.051], [-0.023, 0.108, -0.116], [0.058, 0.117, -0.199], [0.087, -0.063, 0.084], [0.010, 0.098, 0.119], [0.012, 0.028, -0.118], [-0.015, 0.011, -0.016], [-0.028, 0.044, 0.002], [-0.192, -0.087, -0.037], [0.007, -0.135, 0.022], [0.049, -0.083, 0.004], [-0.044, 0.029, -0.020], [0.012, 0.065, 0.173], [-0.130, -0.052, -0.024], [-0.037, -0.005, -0.001], [0.050, 0.157, -0.005], [-0.133, 0.057, 0.001], [0.088, -0.143, 0.132], [-0.046, 0.024, -0.021], [0.041, -0.017, 0.014], [0.267, 0.133, -0.041], [-0.317, 0.259, 0.297], [0.140, 0.055, 0.131], [0.040, -0.032, -0.096], [0.045, 0.055, 0.012], [0.102, 0.130, -0.061]]}

***

{"formula": "C2H7N2", "method": "ωB97M-V/def2-TZVPD", "total_charge": 1, "homo_ev": -16.05, "symbols": ["N", "N", "C", "C", "H", "H", "H", "H", "H", "H", "H"], "positions_angstrom": [[-0.2510, -1.5284, 0.1847], [1.8365, 0.0589, -0.0241], [-0.0416, -0.2549, 0.1062], [-0.9294, 0.8527, 0.0568], [-0.3984, 1.7987, -0.3392], [0.6050, -2.0519, 0.2230], [1.6547, 0.9294, -0.5098], [-1.8831, 0.6619, -0.5555], [-1.1861, -2.0829, 0.1085], [-1.3181, 1.0456, 0.9551], [2.0584, 0.3167, 0.9412]], "forces_ev_per_angstrom": [[-1.496, 0.291, -0.443], [-5.182, -1.064, 0.380], [4.754, -1.524, 0.019], [-0.180, 1.455, -5.220], [-0.989, -1.552, 0.646], [0.252, -0.708, -0.044], [0.636, 0.420, -0.182], [1.475, 0.065, 0.460], [1.995, 1.654, 0.310], [-1.206, 0.894, 4.036], [-0.060, 0.070, 0.038]]}